[1]
C2HNO3 in the gas phase in a non-equilibrium geometry, computed with ωB97M-V/def2-TZVPD.

The geometry in XYZ format:
```
7
Properties=species:S:1:pos:R:3:forces:R:3
C 0.769 0.495 0.002 0.56 -1.49 0.07
C -0.193 -0.889 0.002 4.72 3.43 0.04
N -1.297 -0.255 -0.014 -7.04 -0.75 -0.05
O 0.243 -1.998 0.007 -0.49 -0.79 -0.01
O -1.641 0.906 -0.003 -0.80 -1.03 -0.02
O 0.325 1.593 0.010 2.08 0.13 0.00
H 1.795 0.148 -0.004 0.96 0.49 -0.02
```
Forces are in eV/Å.

Its energy relative to the best compared isomer or geometry (same formula, charge and spin) is 7.4 kJ/mol. The total charge is 0. The value obtained for the total energy is -9717.3070 eV. As for the HOMO energy (spin up / spin down): -8.70 / -10.77 eV. As for the spin multiplicity: 3.

[2]
A molecular structure, C14H30F2Hg3N3O14S2 in a non-equilibrium geometry, computed with ωB97M-V/def2-TZVPD.

The geometry in XYZ format:
```
68
Properties=species:S:1:pos:R:3:forces:R:3
Hg 3.927 2.453 0.423 -0.39 -0.06 -0.02
Hg 0.302 -3.287 -1.102 -1.02 0.51 0.49
Hg 3.880 -0.147 -6.021 0.04 0.03 -0.03
N 4.039 0.029 3.172 2.32 -2.66 -5.86
S 3.776 -0.504 4.520 -3.06 2.10 11.72
O 4.949 -0.399 5.428 -2.62 -1.04 -1.94
O 2.729 -1.527 4.746 2.70 1.48 -0.96
F 2.971 0.872 4.930 0.03 -0.76 0.20
S 4.638 -1.519 2.680 4.75 -0.84 -4.85
O 3.720 -2.324 1.950 -0.97 0.23 0.61
O 5.703 -2.189 3.424 -2.51 1.67 -0.58
F 5.514 -0.903 1.396 -0.83 0.01 1.28
C 1.910 -0.013 -2.430 1.93 -1.71 1.53
O 2.847 0.726 -2.616 2.01 3.46 -0.94
O 1.479 -0.089 -1.293 -2.43 0.62 3.01
O 1.765 -0.978 -3.123 -1.61 -2.57 -3.41
C 1.080 -6.920 -2.526 0.53 1.21 1.82
O 0.195 -6.821 -1.609 0.85 0.10 -1.24
O 1.081 -7.986 -3.128 -0.13 -0.25 -0.47
O 1.928 -5.999 -2.643 -1.31 -0.96 -0.06
C -0.526 -4.929 2.175 0.89 -0.83 0.41
O -1.131 -3.989 1.369 0.83 1.02 -1.99
C -2.391 -3.594 1.714 -2.52 -0.68 0.42
C -3.261 -3.428 0.455 1.41 1.13 0.64
N -2.698 -2.286 -0.287 -0.68 -0.85 -2.07
C -3.371 -1.901 -1.576 0.50 2.88 1.81
C -3.505 -2.869 -2.634 0.55 -1.89 -0.91
O -2.168 -3.274 -2.898 0.92 0.95 0.15
C -1.909 -3.920 -4.121 -1.37 -1.11 0.17
H 0.494 -5.042 1.806 0.23 0.35 0.44
H -0.933 -5.929 2.024 -0.58 -0.04 0.39
H -0.577 -4.567 3.201 0.32 -0.51 0.19
H -2.432 -2.758 2.413 0.32 0.53 -0.21
H -2.916 -4.388 2.245 0.12 -0.37 0.33
H -4.302 -3.229 0.706 -0.14 -0.17 0.18
H -3.150 -4.397 -0.032 -0.19 0.33 -0.70
H -2.549 -1.487 0.311 -0.05 0.09 0.02
H -2.832 -1.064 -2.021 0.97 -0.14 0.17
H -4.290 -1.321 -1.491 -0.85 -0.64 0.96
H -3.997 -2.395 -3.483 0.27 0.18 -0.29
H -4.140 -3.723 -2.399 0.05 -0.35 0.23
H -2.559 -3.523 -4.901 0.17 0.06 -0.22
H -2.224 -4.937 -3.888 0.21 -0.54 -0.89
H -0.870 -3.912 -4.449 0.00 0.38 0.43
C 3.496 5.940 -1.936 0.28 1.48 -0.03
O 2.645 5.415 -0.979 -1.02 0.59 1.41
C 1.390 6.151 -0.829 0.79 -2.01 -3.08
C 0.746 5.834 0.448 -0.78 -0.54 1.34
N 0.550 4.377 0.710 0.01 0.26 0.69
C -0.072 4.005 1.991 -0.03 0.22 -0.12
C -1.589 4.261 2.057 -0.22 0.12 -0.45
O -2.368 3.578 1.068 -0.16 -0.23 0.02
C -3.773 3.891 1.138 0.37 0.99 0.52
H 3.089 5.980 -2.947 0.05 -1.06 -0.37
H 4.468 5.469 -1.787 -0.13 -0.09 -0.61
H 3.613 7.013 -1.783 0.45 0.32 0.49
H 0.849 5.732 -1.678 -0.91 -0.24 0.03
H 1.389 7.190 -1.158 0.76 0.42 0.94
H -0.222 6.334 0.495 -0.28 0.21 -0.25
H 1.315 6.324 1.238 0.19 -0.59 0.39
H -0.068 3.905 0.066 0.29 0.35 -1.04
H 0.363 4.600 2.794 0.06 -0.03 0.06
H 0.158 2.960 2.198 -0.04 -0.07 -0.07
H -1.708 5.331 1.886 -0.31 0.28 0.28
H -1.937 3.985 3.052 -0.05 0.12 0.18
H -4.245 3.656 2.092 0.22 -0.90 0.14
H -4.345 3.490 0.301 0.50 -0.34 0.08
H -3.941 4.968 1.144 0.35 0.41 -0.50
```
Forces are in eV/Å.

Its energy relative to the best compared isomer or geometry (same formula, charge and spin) is 1456.4 kJ/mol. The total charge is +1. The value obtained for the total energy is -87740.5248 eV. As for the HOMO energy: -11.06 eV. As for the spin multiplicity: 1.

[3]
10 unconnected molecules or ions with the total composition C39H52I2N2O30P in a non-equilibrium geometry, computed with ωB97M-V/def2-TZVPD.

The geometry in XYZ format:
```
126
Properties=species:S:1:pos:R:3:forces:R:3
C -1.584 2.996 0.870 1.22 -0.40 -0.74
C -2.304 1.754 0.163 0.27 -0.89 0.87
C -1.827 0.290 0.663 -0.82 0.67 -0.41
N -3.238 1.821 -0.788 2.90 -0.63 1.10
N -3.032 2.946 -1.578 0.35 4.38 -2.35
C -1.849 3.008 -2.431 -1.22 2.72 -0.56
C -1.538 4.248 -3.346 -3.43 -0.47 2.31
C -0.233 4.360 -4.251 -0.53 0.69 -0.04
I 1.016 2.584 -4.260 -0.36 0.15 2.13
C -0.527 4.767 -5.810 0.84 1.88 0.65
C 0.252 6.177 -6.075 -0.39 0.13 -0.06
I 0.376 3.347 -7.251 -0.93 1.35 -0.79
C -2.616 5.391 -3.280 -0.88 -2.09 1.23
C -2.516 6.741 -4.150 1.40 2.41 -0.10
O -1.765 7.696 -3.834 -3.11 -3.99 -1.13
O -3.368 6.761 -5.302 1.38 -0.13 2.68
C -3.882 5.296 -2.348 3.55 -3.22 -0.57
C -4.003 4.007 -1.506 1.79 1.55 -1.92
P -5.500 3.896 -0.334 -3.11 3.62 -1.48
O -6.495 5.012 -0.762 2.62 -2.54 0.74
H -1.208 3.782 0.113 -0.85 -1.13 1.17
H -0.644 2.600 1.403 -1.59 0.54 -0.68
H -2.228 3.501 1.667 0.57 -0.88 -1.24
H -2.174 -0.504 -0.090 0.37 1.28 1.21
H -0.683 0.279 0.699 -1.58 0.29 -0.07
H -2.209 0.064 1.714 0.51 0.36 -1.39
H -1.151 2.108 -2.356 -1.17 1.37 -0.19
H 0.412 5.208 -3.803 -1.07 -1.49 -0.65
H -1.633 4.963 -6.021 1.52 -0.82 0.26
H -0.323 6.736 -6.900 1.24 -0.87 1.03
H 1.357 6.010 -6.335 -1.78 0.22 0.18
H 0.238 6.865 -5.158 -0.20 -1.12 -1.18
H -3.508 7.690 -5.597 0.51 -0.55 0.34
H -4.620 6.165 -2.312 0.95 -1.66 0.16
H -6.136 2.623 -0.487 1.00 0.18 0.32
H -5.122 4.202 1.025 0.43 -0.95 -0.78
C 2.165 -1.070 3.556 0.36 -1.03 0.24
C 2.617 -0.373 2.311 0.90 -0.40 -0.48
O 1.546 0.525 2.042 -0.70 0.40 0.49
C 0.905 0.748 3.223 -0.20 0.08 0.51
O 0.058 1.587 3.384 0.45 -0.44 -0.30
O 1.344 -0.094 4.191 -0.43 1.01 -0.63
H 2.999 -1.354 4.200 -0.22 0.13 0.09
H 1.562 -1.954 3.344 0.09 0.17 0.01
H 3.534 0.204 2.463 -0.09 0.01 0.01
H 2.767 -1.063 1.479 -0.16 0.16 0.02
C 5.081 2.706 4.475 0.24 0.47 -0.75
C 4.941 3.260 5.860 0.20 0.84 0.28
O 4.219 2.243 6.540 0.02 -0.67 -0.33
C 4.440 1.079 5.872 -0.25 -0.70 0.37
O 4.116 -0.003 6.273 0.20 0.73 -0.34
O 5.078 1.301 4.691 -0.32 -0.23 0.55
H 6.005 3.023 3.989 -0.07 -0.24 0.01
H 4.235 2.967 3.831 0.02 -0.03 0.06
H 5.906 3.400 6.354 -0.06 -0.05 -0.04
H 4.394 4.204 5.878 -0.06 -0.19 0.14
C 4.734 3.063 -3.176 -0.75 0.15 -0.02
C 5.719 2.600 -4.207 -0.06 -0.19 -0.82
O 6.971 2.797 -3.564 -0.18 0.07 0.54
C 6.739 2.783 -2.222 1.05 -0.05 0.82
O 7.597 2.756 -1.389 -0.79 0.04 -0.69
O 5.404 2.804 -1.952 0.42 -0.05 -0.14
H 3.790 2.517 -3.225 0.20 0.05 0.23
H 4.528 4.136 -3.246 0.02 -0.04 -0.01
H 5.607 1.538 -4.446 0.00 0.05 0.05
H 5.661 3.179 -5.130 0.21 -0.03 0.11
C 3.974 -1.352 9.277 0.13 0.95 -0.21
C 2.939 -2.344 8.846 -0.78 0.17 -0.42
O 3.612 -3.588 8.982 0.42 0.02 0.30
C 4.608 -3.407 9.894 0.72 -0.74 0.55
O 5.261 -4.294 10.365 -0.57 0.70 -0.43
O 4.765 -2.090 10.200 -0.17 -0.74 -0.06
H 3.536 -0.475 9.757 0.16 -0.12 0.09
H 4.609 -1.024 8.450 -0.12 -0.05 0.05
H 2.060 -2.343 9.499 0.07 -0.01 0.01
H 2.615 -2.187 7.816 0.12 -0.15 0.06
C 2.305 -6.074 5.436 0.26 -0.86 0.66
C 1.341 -4.970 5.740 -0.59 -0.08 0.74
O 1.719 -3.954 4.818 0.36 -0.07 -0.59
C 2.350 -4.570 3.780 0.36 -0.08 -0.69
O 2.650 -4.025 2.751 -0.26 -0.26 0.75
O 2.596 -5.876 4.057 -0.18 0.95 -0.36
H 1.873 -7.062 5.605 0.10 0.22 -0.24
H 3.233 -5.990 6.009 -0.04 0.09 -0.06
H 0.303 -5.255 5.547 0.09 -0.01 -0.03
H 1.426 -4.614 6.768 0.04 0.14 -0.18
C 2.815 -10.467 7.580 0.82 -0.18 0.45
C 1.701 -11.445 7.364 0.02 -0.89 0.15
O 0.587 -10.607 7.089 0.19 0.72 -0.22
C 1.078 -9.428 6.624 -0.59 0.42 -0.29
O 0.406 -8.558 6.141 0.48 -0.65 0.39
O 2.428 -9.361 6.775 -0.68 0.06 -0.19
H 3.782 -10.858 7.264 -0.09 0.22 -0.08
H 2.888 -10.138 8.621 -0.03 0.00 -0.08
H 1.876 -12.095 6.502 -0.02 0.07 0.04
H 1.514 -12.065 8.242 -0.17 0.13 -0.11
C -2.613 -1.013 -4.681 -1.12 0.37 -0.04
C -1.635 -1.475 -5.714 -0.32 -0.27 -0.80
O -0.377 -1.270 -5.079 0.10 0.14 0.76
C -0.599 -1.281 -3.737 0.49 -0.12 0.53
O 0.268 -1.301 -2.906 -0.58 0.20 -0.55
O -1.930 -1.265 -3.458 1.00 0.01 0.10
H -3.556 -1.566 -4.724 0.64 0.36 0.23
H -2.825 0.058 -4.753 0.12 0.00 -0.02
H -1.744 -2.538 -5.949 -0.03 0.08 0.05
H -1.702 -0.900 -6.639 0.19 -0.02 0.12
C -7.891 -3.027 -5.132 -0.80 -0.40 0.17
C -7.636 -1.550 -5.101 -0.67 0.69 0.00
O -6.224 -1.473 -4.965 0.49 -0.75 -0.08
C -5.712 -2.635 -5.446 0.37 -0.19 -0.19
O -4.541 -2.831 -5.634 -1.19 -0.29 -0.15
O -6.690 -3.546 -5.688 0.70 0.47 0.03
H -8.751 -3.290 -5.749 0.23 -0.10 -0.03
H -8.028 -3.449 -4.132 0.05 0.02 -0.06
H -7.929 -1.055 -6.031 0.10 -0.02 0.06
H -8.135 -1.058 -4.265 0.24 0.03 -0.05
C -3.939 2.985 -8.525 0.12 0.61 -0.55
C -2.942 2.018 -7.963 0.81 0.01 -0.16
O -3.664 1.388 -6.913 -0.58 0.09 0.01
C -4.989 1.511 -7.207 -0.95 -0.49 0.41
O -5.867 0.949 -6.618 0.72 0.48 -0.44
O -5.184 2.354 -8.256 0.12 -0.44 0.49
H -3.808 3.144 -9.596 -0.21 -0.05 0.10
H -3.917 3.953 -8.016 -0.01 -0.05 0.00
H -2.640 1.258 -8.691 -0.03 0.04 0.03
H -2.049 2.516 -7.579 -0.43 -0.33 0.01
```
Forces are in eV/Å.

The total charge is +1. The value obtained for the total energy is -131168.8624 eV. As for the HOMO energy: -11.21 eV. As for the spin multiplicity: 1.

- Which formula does entry 1 have?
  C2HNO3